[1]
Computed, not measured: the molecule C20H19N3O6, with the ωB97M-V functional and the def2-TZVPD basis.

Each line ends with the Löwdin charge.
Element x y z (Å)
C 5.227 1.762 0.120  -0.056
C 4.468 1.022 -0.965  -0.208
O 3.499 0.184 -0.334  -0.015
C 2.497 -0.256 -1.094  -0.437
O 2.435 -0.054 -2.288  0.101
C 1.508 -1.061 -0.369  -0.014
C 1.397 -1.193 0.972  -0.145
C 2.100 -0.308 1.974  -0.106
O 1.931 1.054 1.655  -0.044
C 0.651 1.521 1.483  -0.258
C -0.469 1.001 2.120  -0.014
C -1.711 1.577 1.912  -0.082
C -1.854 2.656 1.059  -0.098
C -0.739 3.172 0.420  -0.073
C 0.506 2.613 0.631  0.002
N 0.523 -2.116 1.487  0.177
C -0.016 -3.167 0.739  -0.547
O -0.508 -4.127 1.282  0.085
N 0.100 -3.013 -0.598  0.146
C 0.496 -1.782 -1.242  -0.186
C -0.662 -0.824 -1.483  -0.128
C -0.579 0.102 -2.520  -0.005
C -1.583 1.033 -2.724  -0.045
C -2.690 1.056 -1.898  -0.001
C -2.771 0.130 -0.867  -0.160
N -3.912 0.151 0.012  -0.363
O -3.950 -0.664 0.909  0.078
O -4.764 0.989 -0.191  0.078
C -1.770 -0.808 -0.652  0.065
H 5.779 1.060 0.740  0.078
H 5.925 2.461 -0.331  0.078
H 4.528 2.305 0.751  0.075
H 5.136 0.397 -1.569  0.131
H 3.950 1.714 -1.637  0.126
H 1.737 -0.529 2.988  0.131
H 3.180 -0.470 1.945  0.141
H -0.391 0.164 2.795  0.107
H -2.569 1.171 2.427  0.109
H -2.828 3.093 0.896  0.107
H -0.839 4.014 -0.248  0.107
H 1.385 3.007 0.146  0.118
H 0.460 -2.242 2.488  0.159
H -0.329 -3.730 -1.161  0.165
H 0.962 -2.018 -2.205  0.160
H 0.293 0.098 -3.154  0.109
H -1.500 1.743 -3.532  0.110
H -3.487 1.770 -2.032  0.120
H -1.885 -1.510 0.161  0.123

Calculated values
lowest unoccupied orbital energy	-0.4571	eV
SMILES string	CCOC(=O)C1=C(COc2ccccc2)NC(=O)N[C@H]1c1cccc([N+](=O)[O-])c1
energy relative to the best compared isomer or geometry (same formula, charge and spin)	56.9	kcal/mol
Kohn-Sham gap	8.411	eV

---

[2]
Computed, not measured: a structure of composition C20H19N3O8Ru, with the ωB97M-V functional and the def2-TZVPD basis.

Each line ends with the Mulliken spin population.
Element x y z (Å)
Ru 0.597 -0.659 -0.324  1.014
O 2.499 -0.810 1.432  0.041
C 1.803 -1.082 2.642  -0.004
C 1.085 -2.429 2.523  0.000
N 0.173 -2.464 1.376  -0.007
C -1.236 -2.536 1.731  -0.002
C -2.176 -1.468 1.021  0.005
O -3.348 -1.512 1.355  0.002
O -1.642 -0.665 0.225  -0.012
C 0.574 -3.511 0.439  -0.001
C -0.258 -3.499 -0.905  0.004
O -0.834 -4.532 -1.208  -0.001
O -0.173 -2.438 -1.566  -0.026
H 2.571 0.151 1.330  -0.004
H 1.069 -0.298 2.848  0.001
H 2.530 -1.122 3.470  0.003
H 0.551 -2.608 3.462  0.000
H 1.839 -3.216 2.407  -0.001
H -1.380 -2.345 2.799  -0.001
H -1.656 -3.523 1.503  0.000
H 0.479 -4.506 0.903  0.000
H 1.618 -3.331 0.149  -0.003
O -1.118 1.240 3.360  -0.001
C -1.930 2.090 2.705  -0.002
C -3.034 2.606 3.378  0.001
C -3.892 3.480 2.746  -0.001
C -3.656 3.863 1.432  0.000
C -2.563 3.366 0.757  0.000
C -1.685 2.478 1.375  -0.004
C -0.558 1.905 0.631  -0.008
O 0.312 1.176 1.222  0.019
N -0.461 2.223 -0.652  0.003
N 0.390 1.494 -1.355  -0.024
C 0.719 1.849 -2.556  -0.018
C 1.596 1.114 -3.397  0.014
C 1.809 1.549 -4.715  -0.006
C 2.547 0.817 -5.611  0.009
C 3.086 -0.415 -5.216  -0.006
C 2.948 -0.855 -3.929  0.007
C 2.258 -0.090 -2.942  -0.005
O 2.299 -0.447 -1.724  0.015
H -0.437 0.987 2.687  -0.002
H -3.197 2.297 4.400  0.000
H -4.747 3.868 3.281  0.000
H -4.327 4.550 0.938  0.000
H -2.357 3.646 -0.264  0.000
H 0.282 2.765 -2.967  -0.005
H 1.359 2.483 -5.027  0.000
H 2.686 1.168 -6.623  0.001
H 3.622 -1.011 -5.941  0.000
H 3.369 -1.797 -3.607  0.000

Calculated values
lowest unoccupied orbital energy (alpha / beta)	1.0599 / 1.6528	eV
total charge	-1
energy relative to the best compared isomer or geometry (same formula, charge and spin)	9.9	kcal/mol
Kohn-Sham gap (alpha / beta)	5.770 / 6.400	eV
spin multiplicity	2
⟨S²⟩	0.77

---

[3]
Computed, not measured: the molecule C20H19NO3, with the ωB97M-V functional and the def2-TZVPD basis.

Each line ends with the Löwdin charge.
Element x y z (Å)
C -0.779 5.628 2.037  -0.075
O -1.527 4.586 1.361  -0.094
C -0.944 3.332 1.326  -0.270
C 0.077 2.879 2.132  -0.023
C 0.641 1.578 1.983  0.035
C 0.215 0.693 0.936  -0.079
C -0.848 1.180 0.070  -0.112
C -1.405 2.454 0.311  0.060
C -1.325 0.423 -0.984  -0.156
C -2.441 0.949 -1.862  -0.031
C -0.794 -0.832 -1.201  -0.151
C 0.239 -1.350 -0.337  -0.025
C 0.704 -2.655 -0.574  -0.141
C 1.795 -3.154 0.177  0.068
C 2.351 -2.337 1.144  -0.212
C 1.827 -1.110 1.479  -0.138
C 0.780 -0.566 0.725  -0.038
O 2.449 -0.657 2.607  0.021
C 3.379 -1.675 2.965  -0.125
O 3.409 -2.669 1.941  0.038
C 0.097 -3.550 -1.600  -0.152
C -1.242 -3.039 -2.037  -0.195
N -1.204 -1.619 -2.277  -0.147
C -0.617 -1.208 -3.585  -0.033
H -1.291 6.557 1.880  0.072
H -0.746 5.481 3.141  0.094
H 0.263 5.753 1.625  0.110
H 0.387 3.449 2.971  0.089
H 1.468 1.325 2.654  0.106
H -2.188 2.898 -0.274  0.108
H -2.069 1.774 -2.404  0.071
H -2.836 0.198 -2.558  0.076
H -3.307 1.219 -1.229  0.094
H 2.181 -4.130 0.028  0.116
H 4.374 -1.278 3.086  0.132
H 3.062 -2.135 3.913  0.141
H 0.787 -3.661 -2.477  0.134
H -0.047 -4.558 -1.165  0.127
H -1.518 -3.601 -2.914  0.111
H -1.975 -3.309 -1.225  0.145
H 0.396 -0.753 -3.439  0.108
H -1.245 -0.475 -4.050  0.058
H -0.536 -2.036 -4.299  0.086

Calculated values
lowest unoccupied orbital energy	0.7433	eV
SMILES string	COc1ccc2c(c1)c(C)c1c3c(cc4c(c32)OCO4)CCN1C
energy relative to the best compared isomer or geometry (same formula, charge and spin)	33.9	kcal/mol
Kohn-Sham gap	7.858	eV

---

[4]
Computed, not measured: the molecule C20H19NO6, with the ωB97M-V functional and the def2-TZVPD basis.

Each line ends with the Löwdin charge.
Element x y z (Å)
C -5.426 -0.237 1.513  -0.065
C -4.291 0.769 1.602  -0.277
O -4.156 1.169 2.954  -0.141
C -3.077 2.024 3.212  -0.184
C -3.295 3.468 2.736  -0.116
O -3.074 3.629 1.332  -0.010
C -1.806 3.774 0.935  -0.487
O -0.855 3.767 1.664  0.150
C -1.750 3.974 -0.579  -0.087
O -0.487 3.694 -1.114  -0.017
C -0.007 2.420 -1.018  -0.252
C -0.716 1.338 -0.509  0.002
C -0.136 0.082 -0.472  0.011
C 1.148 -0.111 -0.960  -0.178
N 1.728 -1.403 -0.936  0.099
C 3.065 -1.650 -0.612  -0.338
O 3.879 -0.819 -0.304  0.138
C 3.233 -3.118 -0.721  -0.075
C 4.343 -3.911 -0.512  0.009
C 4.198 -5.283 -0.694  -0.061
C 2.983 -5.832 -1.072  -0.061
C 1.864 -5.031 -1.282  0.009
C 2.009 -3.672 -1.100  -0.075
C 1.028 -2.571 -1.243  -0.339
O -0.131 -2.632 -1.567  0.134
C 1.859 0.967 -1.477  0.007
C 1.287 2.220 -1.497  0.018
H -5.212 -1.092 2.147  0.076
H -5.544 -0.572 0.487  0.075
H -6.352 0.220 1.851  0.076
H -4.504 1.639 0.965  0.117
H -3.349 0.310 1.260  0.114
H -2.148 1.635 2.769  0.130
H -2.972 2.036 4.300  0.133
H -4.332 3.765 2.903  0.137
H -2.613 4.130 3.277  0.129
H -1.925 5.035 -0.785  0.149
H -2.546 3.389 -1.058  0.142
H -1.719 1.455 -0.131  0.095
H -0.693 -0.750 -0.072  0.115
H 5.285 -3.475 -0.219  0.122
H 5.048 -5.930 -0.539  0.106
H 2.902 -6.901 -1.206  0.106
H 0.915 -5.451 -1.576  0.122
H 2.860 0.825 -1.850  0.116
H 1.826 3.068 -1.888  0.122

Calculated values
lowest unoccupied orbital energy	-0.4060	eV
SMILES string	CCOCCOC(=O)COc1ccc(N2C(=O)c3ccccc3C2=O)cc1
energy relative to the best compared isomer or geometry (same formula, charge and spin)	19.0	kcal/mol
Kohn-Sham gap	8.018	eV